Entry 1:
{
  "formula": "C4H26BO21",
  "method": "ωB97M-V with the def2-TZVPD basis set",
  "elements": ["O", "O", "O", "O", "O", "O", "O", "O", "O", "O", "O", "O", "O", "O", "O", "O", "O", "O", "O", "O", "O", "C", "C", "C", "C", "B", "H", "H", "H", "H", "H", "H", "H", "H", "H", "H", "H", "H", "H", "H", "H", "H", "H", "H", "H", "H", "H", "H", "H", "H", "H", "H"],
  "xyz": [[2.9850, -1.9933, -1.1852], [-1.2021, -3.4554, -4.9527], [0.3799, -2.7865, -2.3999], [-0.2860, -0.4995, 1.4000], [5.7634, -3.7340, 0.5419], [-0.5649, -5.5994, -1.8270], [-4.0385, 0.0219, 1.2574], [1.6420, -0.6141, -0.0373], [-0.3934, -1.3360, -0.8971], [0.1038, -2.8665, 3.1937], [-0.1443, 1.0366, -0.3915], [0.6024, 2.1845, 5.1728], [-2.3523, -0.7892, -3.2536], [-1.3564, 2.6694, 0.6026], [0.0370, 3.4536, -2.1467], [-1.4738, 0.7812, 2.8203], [-4.1505, 2.6051, -0.2279], [-2.1376, 5.3110, -0.4431], [3.4991, 1.9096, -1.0727], [5.5635, -0.3377, -0.6055], [-2.5609, 2.6578, 4.7538], [-0.9032, 0.5803, 1.7981], [0.5378, -1.9788, -1.5308], [-0.8768, 1.5627, 0.5605], [1.9082, -1.5595, -0.8979], [0.1866, -0.3266, 0.0322], [-1.8191, -1.5819, -3.4161], [4.9749, -1.0533, -0.8929], [3.7832, 1.0553, -0.7188], [-2.4448, 3.3522, 4.0979], [0.7591, -3.4585, 2.8090], [0.4059, 4.3268, -1.9745], [-4.8988, 3.0076, 0.2252], [5.4445, -0.2978, 0.3516], [4.9845, -3.4633, 0.0348], [-0.7645, -4.2519, -5.2691], [-3.7765, 0.6339, 0.5529], [-3.3618, 3.0375, 0.1465], [0.0893, 2.9949, -1.2963], [-0.6047, -2.7390, -5.1959], [-1.8496, -0.0590, -3.6323], [-0.8403, -6.3303, -2.3896], [6.4873, -3.2088, 0.1833], [-0.3068, 1.9114, 5.3461], [3.0262, 1.6864, -1.8818], [-0.3824, -2.5129, 2.4395], [-2.2301, 1.8608, 4.3123], [-4.1679, 0.5861, 2.0271], [-1.6647, 4.5262, -0.1103], [0.9275, 2.5045, 6.0204], [0.0628, -5.0884, -2.3569], [-2.6014, 5.6643, 0.3234]],
  "forces_ev_per_a": [[0.7, -0.3, 0.0], [0.0, 0.0, -0.3], [0.2, -0.1, -0.4], [0.2, -0.3, 0.1], [-0.1, 0.1, -0.1], [0.2, -0.2, -0.1], [0.1, 0.0, -0.1], [0.2, 0.5, 0.4], [-0.5, 0.9, 0.6], [0.0, -0.2, 0.0], [-0.4, 0.1, 0.3], [0.1, 0.0, 0.1], [0.1, -0.1, -0.3], [0.1, -0.2, -0.4], [0.2, 0.1, 0.1], [0.1, 0.1, 0.7], [0.3, 0.2, 0.3], [0.1, -0.2, 0.3], [-0.1, -0.1, 0.0], [-0.1, -0.2, 0.1], [0.0, -0.1, 0.2], [-0.8, 0.4, -1.4], [0.7, -0.6, 0.3], [0.3, 0.5, 1.5], [-1.0, 0.2, -0.5], [0.7, -1.3, -0.7], [-0.1, 0.1, 0.2], [-0.1, 0.2, 0.1], [0.1, 0.2, -0.1], [0.1, -0.1, 0.0], [-0.1, 0.1, 0.0], [-0.1, -0.1, 0.0], [0.0, -0.1, -0.1], [0.0, -0.1, -0.1], [0.1, 0.0, 0.1], [0.0, 0.0, 0.1], [-0.4, 0.0, 0.1], [-0.3, -0.2, -0.3], [0.0, 0.0, -0.3], [0.0, -0.1, 0.1], [0.0, -0.1, 0.1], [0.0, 0.1, 0.0], [-0.1, 0.0, 0.0], [0.0, 0.2, -0.1], [0.0, 0.1, 0.1], [0.1, 0.1, 0.1], [-0.1, 0.2, -0.2], [0.1, 0.0, -0.1], [-0.2, 0.2, -0.3], [0.0, 0.0, -0.1], [-0.3, 0.2, 0.1], [0.1, 0.0, 0.0]],
  "mulliken_charge": [-0.699, -0.587, -0.582, -0.186, -0.647, -0.602, -0.642, -0.754, -0.561, -0.620, -0.855, -0.581, -0.609, -0.656, -0.603, -0.614, -0.613, -0.645, -0.618, -0.652, -0.654, 0.269, 0.604, 0.685, 0.603, 1.586, 0.256, 0.312, 0.303, 0.308, 0.296, 0.294, 0.288, 0.345, 0.341, 0.279, 0.334, 0.337, 0.310, 0.308, 0.311, 0.279, 0.316, 0.335, 0.307, 0.326, 0.428, 0.310, 0.451, 0.264, 0.308, 0.285],
  "charge": -1,
  "orbital_gap_ev": 10.328,
  "relative_energy_kcal_mol": 26.4
}

Entry 2:
{
  "formula": "C33H36Cl5MoN6O3PSeTe",
  "method": "ωB97M-V with the def2-TZVPD basis set",
  "elements": ["Te", "Mo", "Se", "Cl", "Cl", "Cl", "Cl", "Cl", "P", "O", "O", "O", "N", "N", "N", "N", "N", "N", "C", "C", "C", "C", "C", "C", "C", "C", "C", "C", "C", "C", "C", "C", "C", "C", "C", "C", "C", "C", "C", "C", "C", "C", "C", "C", "C", "C", "C", "C", "C", "C", "C", "H", "H", "H", "H", "H", "H", "H", "H", "H", "H", "H", "H", "H", "H", "H", "H", "H", "H", "H", "H", "H", "H", "H", "H", "H", "H", "H", "H", "H", "H", "H", "H", "H", "H", "H", "H"],
  "xyz": [[4.0312, 1.3987, -0.5612], [-0.0015, -1.4427, 0.3410], [-2.2550, -0.8696, 0.0368], [0.2115, 3.9403, 3.1201], [4.0795, 0.2920, 3.8781], [2.8176, 3.0639, 4.5474], [-1.2342, 2.1075, 1.2105], [2.7918, -1.5168, 1.7911], [2.8488, -0.3754, -1.5250], [2.8507, -0.0509, -3.1087], [1.3862, -0.6347, -1.1482], [3.5431, -1.8195, -1.4939], [-0.4679, 2.1406, -1.7659], [-0.3427, -2.4987, -1.6360], [1.0718, -4.0515, -0.6289], [-0.3870, -2.0678, 2.2348], [0.6688, -3.3821, 0.4272], [-0.4476, 4.3963, -2.8540], [-1.8143, 2.6980, -1.7021], [2.0654, 2.0206, 3.4056], [2.0050, -0.0207, 2.1690], [-1.8192, 4.1400, -2.2801], [0.3570, -3.6688, 4.0011], [0.2636, -3.2132, 2.6793], [2.6247, 0.7885, 3.1060], [0.8952, 2.3935, 2.7619], [-3.1037, -0.3439, 4.9816], [0.4836, 2.9959, -1.0501], [5.2773, -3.4487, -1.6328], [0.7133, -4.1964, -2.9892], [-1.2947, -1.4735, 3.1840], [2.7527, -1.1105, -4.0698], [0.4979, -3.5598, -1.7542], [-1.7770, 0.0580, 4.9792], [1.0635, -4.8262, 4.2707], [0.8026, 0.2674, 1.5111], [0.2725, 1.5238, 1.8546], [-0.8712, -0.5123, 4.0898], [-0.0529, 1.9874, -3.1577], [0.5901, 4.3709, -1.7582], [1.6515, -5.5744, 3.2437], [0.0535, -3.7380, -4.0985], [-0.9771, -2.0714, -2.7322], [1.5423, -5.1541, 1.9343], [-2.6173, -1.9067, 3.2159], [0.8670, -3.9640, 1.6676], [-3.5196, -1.3414, 4.1043], [4.9847, -1.9710, -1.5059], [2.1693, -0.5462, -5.3434], [-0.8140, -2.6451, -3.9746], [-0.1124, 3.3549, -3.8902], [-2.1485, 2.7011, -0.6694], [-1.9989, 4.8920, -1.5147], [0.9555, 1.5840, -3.1818], [5.4141, -1.4032, -2.3340], [-0.4424, 5.3084, -3.2915], [3.7511, -1.5159, -4.2543], [-0.8856, 3.3924, -4.6540], [-1.3659, -2.2674, -4.8251], [4.9352, -3.8333, -2.5974], [1.3928, -5.0397, -3.0161], [5.3947, -1.5666, -0.5823], [2.1305, -1.9135, -3.6904], [2.2373, -1.2922, -6.1404], [0.8412, 3.6252, -4.3380], [2.7248, 0.3438, -5.6533], [6.3523, -3.6240, -1.5407], [0.3878, 5.2027, -1.0879], [0.1940, -4.2182, -5.0613], [-0.1085, -3.1053, 4.7993], [-2.4919, 2.0524, -2.2618], [0.1497, 3.1235, -0.0241], [-1.6630, -1.2502, -2.5673], [0.1703, -0.2168, 4.1134], [-2.9229, -2.6819, 2.5256], [1.1700, -5.1564, 5.2983], [4.7567, -3.9978, -0.8422], [-1.4373, 0.8204, 5.6719], [-2.5423, 4.2715, -3.0816], [1.4740, 2.5407, -1.0362], [2.1811, -6.4906, 3.4774], [1.1162, -0.2828, -5.2047], [1.5631, 4.5196, -2.2225], [-4.5516, -1.6730, 4.1040], [1.9734, -5.7099, 1.1124], [-3.8092, 0.1080, 5.6699], [-0.7089, 1.2743, -3.6511]],
  "forces_ev_per_a": [[0.1, 0.0, 0.1], [-1.5, 0.4, -0.3], [0.9, -0.2, 0.2], [0.0, 0.0, 0.0], [0.0, 0.0, 0.0], [0.0, 0.0, 0.0], [-0.4, -0.8, 1.3], [0.1, -0.1, -0.1], [-0.7, -0.1, -0.3], [0.0, 0.1, -0.1], [0.5, 0.0, 0.5], [0.3, 0.1, 0.3], [0.0, 0.2, -0.1], [0.5, -0.3, -0.3], [-0.1, -0.1, -0.1], [-0.1, -0.1, 0.2], [0.4, -0.4, 0.0], [0.0, -0.2, 0.1], [0.2, 0.1, -0.3], [0.0, 0.1, 0.0], [-0.1, 0.0, -0.3], [0.1, -0.2, 0.1], [0.0, 0.1, 0.0], [-0.2, 0.2, 0.0], [0.2, -0.1, 0.0], [-0.1, 0.0, -0.1], [0.0, 0.0, 0.0], [0.1, 0.3, -0.5], [-0.1, 0.0, 0.0], [0.2, -0.1, 0.1], [0.2, -0.1, -0.1], [0.0, 0.1, -0.1], [-0.2, 0.2, 0.0], [0.0, 0.0, 0.0], [0.0, 0.0, 0.0], [0.0, 0.6, 0.4], [0.2, -0.3, 0.1], [0.0, 0.1, 0.1], [-0.1, 0.1, 0.3], [0.0, -0.2, 0.1], [0.0, 0.0, 0.1], [0.0, 0.1, -0.1], [0.0, 0.1, 0.0], [0.0, 0.1, -0.2], [0.0, 0.0, 0.0], [-0.1, 0.0, 0.0], [0.1, 0.0, 0.0], [-0.2, -0.1, 0.0], [0.0, 0.0, -0.1], [0.0, -0.1, 0.0], [0.0, -0.1, 0.1], [-0.1, 0.1, -0.4], [0.1, 0.1, 0.0], [0.1, 0.0, 0.0], [-0.1, 0.0, 0.0], [0.0, 0.2, -0.1], [0.0, 0.0, 0.1], [-0.1, 0.1, 0.0], [0.0, 0.0, 0.1], [0.0, 0.0, 0.1], [-0.1, 0.1, 0.0], [-0.1, 0.1, 0.1], [-0.1, -0.2, 0.1], [-0.1, 0.1, 0.0], [0.0, 0.1, 0.0], [-0.1, -0.1, 0.0], [-0.1, 0.0, 0.0], [-0.1, 0.1, 0.0], [0.0, 0.0, 0.1], [0.0, 0.0, 0.0], [0.1, 0.0, 0.0], [0.3, 0.2, -0.5], [0.0, 0.1, 0.0], [0.0, 0.0, 0.0], [0.0, 0.0, 0.0], [-0.1, 0.0, -0.1], [0.1, 0.1, -0.1], [0.0, 0.0, 0.0], [0.0, 0.0, -0.1], [-0.1, -0.2, 0.0], [0.0, 0.1, 0.0], [0.1, 0.0, 0.0], [0.0, 0.0, -0.1], [0.0, 0.0, 0.0], [0.0, 0.0, 0.0], [0.0, 0.0, 0.0], [-0.1, -0.1, 0.0]],
  "mulliken_charge": [-0.524, -1.495, -0.464, -0.212, -0.204, -0.210, -0.429, -0.089, -0.998, -0.118, 1.422, -0.119, 0.297, 0.423, -1.489, 1.302, 1.288, 0.016, -0.248, 0.311, 1.363, -0.750, -0.571, 0.907, -0.118, 0.121, -0.537, 1.452, -1.219, -0.722, -1.773, 0.806, 0.040, -0.961, -0.863, -0.437, 1.347, 0.388, -0.135, -1.191, -0.610, -0.275, -0.080, -0.820, 0.344, -0.047, -0.935, -0.383, -1.446, -1.091, -1.009, 0.125, 0.365, -0.116, 0.360, 0.278, 0.269, 0.287, 0.467, 0.287, 0.492, 0.353, -0.303, 0.455, 0.403, 0.369, 0.397, 0.408, 0.397, 0.468, 0.490, -0.136, 0.298, 0.705, 0.477, 0.401, 0.231, 0.441, 0.309, -0.987, 0.392, 0.144, 0.335, 0.395, 0.466, 0.401, 0.624],
  "multiplicity": 3,
  "charge": 0,
  "orbital_gap_ev": [5.660, 5.855]
}

no.,total energy (eV)
1,-48252.92488
2,-196285.95819